A 3-piece molecular cluster, C27H54N4O3S2 overall in a non-equilibrium geometry. Source: the OMol25 dataset; level of theory: wB97M-V/def2-TZVPD.

Each line ends with the Löwdin charge.
Positions of all 90 atoms, in Å:
C (2.798, -6.119, 4.395)  -0.0594
C (3.871, -5.031, 4.211)  -0.2421
N (3.210, -3.779, 3.839)  -0.2309
C (3.242, -3.475, 2.401)  -0.2486
C (4.611, -3.264, 1.789)  -0.0745
C (3.535, -2.670, 4.621)  -1.1457
S (4.978, -2.293, 5.245)  0.7004
S (2.177, -1.558, 4.870)  0.9094
C (0.784, -2.703, 5.078)  -0.4623
C (0.191, -3.166, 3.757)  -0.2425
C (-1.176, -3.854, 4.008)  -0.1006
C (-1.379, -5.110, 3.254)  -0.0735
C (-1.827, -5.324, 2.016)  -0.0743
C (-2.256, -4.416, 0.926)  -0.1032
C (-1.310, -3.218, 0.745)  -0.1877
C (-1.178, -2.741, -0.697)  -0.2650
N (-0.018, -1.857, -0.873)  0.0023
C (-1.878, -6.789, 1.807)  -0.3484
O (-2.204, -7.403, 0.804)  0.1554
O (-1.478, -7.418, 2.975)  0.1544
C (-1.125, -6.435, 3.866)  -0.3542
O (-0.674, -6.662, 4.983)  0.1419
H (2.377, -6.342, 3.423)  0.0675
H (1.997, -5.698, 4.987)  0.0539
H (3.205, -7.008, 4.848)  0.0753
H (4.415, -4.944, 5.136)  0.0860
H (4.553, -5.385, 3.450)  0.1042
H (2.683, -4.236, 1.871)  0.1127
H (2.689, -2.552, 2.274)  0.0994
H (4.487, -3.262, 0.712)  0.0763
H (5.051, -2.316, 2.056)  0.0669
H (5.318, -4.050, 2.013)  0.0674
H (0.043, -2.157, 5.642)  0.0769
H (1.103, -3.558, 5.661)  0.0812
H (0.004, -2.266, 3.191)  0.0910
H (0.888, -3.793, 3.229)  0.0785
H (-1.210, -4.119, 5.056)  0.1166
H (-1.978, -3.167, 3.782)  0.1257
H (-2.204, -4.999, 0.015)  0.1142
H (-3.294, -4.126, 1.034)  0.1357
H (-0.326, -3.540, 1.049)  0.1013
H (-1.633, -2.395, 1.368)  0.1064
H (-1.024, -3.593, -1.343)  0.1126
H (-2.054, -2.177, -0.990)  0.1052
H (0.830, -2.404, -0.854)  0.0613
H (0.037, -1.223, -0.088)  0.0593
C (-1.445, 1.081, -1.740)  -0.0882
C (-2.012, 1.491, -0.390)  -0.2735
N (-1.081, 2.262, 0.411)  -0.1985
C (-1.502, 2.421, 1.792)  -0.2518
C (-2.781, 3.218, 2.077)  -0.0851
C (-0.540, 3.451, -0.224)  -0.2402
C (-1.526, 4.530, -0.697)  -0.0785
H (-0.515, 0.532, -1.619)  0.0559
H (-2.155, 0.430, -2.252)  0.0756
H (-1.265, 1.937, -2.393)  0.0479
H (-2.251, 0.578, 0.167)  0.1068
H (-2.968, 2.016, -0.547)  0.1022
H (-0.675, 2.862, 2.354)  0.1117
H (-1.629, 1.415, 2.209)  0.1032
H (-2.625, 4.290, 1.969)  0.0552
H (-3.098, 3.045, 3.107)  0.0696
H (-3.605, 2.922, 1.428)  0.0656
H (0.055, 3.133, -1.085)  0.0975
H (0.184, 3.902, 0.459)  0.1155
H (-2.394, 4.107, -1.205)  0.0708
H (-1.027, 5.197, -1.404)  0.0571
H (-1.876, 5.150, 0.127)  0.0559
C (-0.118, 6.950, -7.773)  -0.0914
C (0.101, 5.654, -7.007)  -0.2771
N (0.690, 5.855, -5.698)  -0.2014
C (1.138, 4.624, -5.073)  -0.2457
C (0.079, 3.576, -4.705)  -0.0847
C (-0.011, 6.777, -4.825)  -0.2453
C (-1.473, 6.463, -4.474)  -0.0786
H (0.813, 7.510, -7.866)  0.0796
H (-0.481, 6.726, -8.777)  0.0720
H (-0.862, 7.590, -7.296)  0.0635
H (0.785, 5.030, -7.587)  0.1174
H (-0.855, 5.108, -6.960)  0.1007
H (1.710, 4.881, -4.177)  0.1112
H (1.860, 4.156, -5.749)  0.1095
H (-0.488, 3.864, -3.820)  0.0377
H (0.566, 2.626, -4.475)  0.0727
H (-0.621, 3.393, -5.521)  0.0691
H (0.026, 7.771, -5.278)  0.0998
H (0.565, 6.876, -3.901)  0.1129
H (-2.050, 6.142, -5.342)  0.0686
H (-1.954, 7.359, -4.076)  0.0733
H (-1.545, 5.695, -3.706)  0.0351

Computed properties:
- E_LUMO (eV) = -1.0
- charge = 0
- electronic energy (eV) = -62647.438
- highest occupied orbital energy (Eh) = -0.300
- SMILES = CCN(CC)C(=S)SCCCC1=C(CCCN)C(=O)OC1=O.CCN(CC)CC.CCN(CC)CC
- Kohn-Sham gap (eV) = 7.185
- F_max (eV Å⁻¹) = 2.82


A 8-piece molecular cluster, C27H54O11 overall in a non-equilibrium geometry. Source: the OMol25 dataset; level of theory: wB97M-V/def2-TZVPD.

Each line ends with the Löwdin charge.
Positions of all 92 atoms, in Å:
C (27.865, 46.605, 22.334)  -0.0396
C (27.570, 48.001, 21.556)  -0.1911
O (26.467, 47.792, 20.710)  -0.0068
C (26.393, 48.360, 19.522)  -0.4647
C (25.319, 47.779, 18.660)  0.0471
O (27.219, 49.247, 19.124)  0.0167
H (28.599, 46.694, 23.091)  0.0172
H (28.232, 45.770, 21.668)  0.0856
H (26.962, 46.118, 22.823)  0.0606
H (27.449, 48.918, 22.194)  0.1165
H (28.572, 48.105, 21.129)  0.1063
H (25.082, 48.215, 17.814)  0.0340
H (24.416, 47.830, 19.142)  0.0515
H (25.457, 46.759, 18.290)  0.1017
C (25.514, 43.209, 18.450)  -0.0474
C (24.155, 42.964, 17.742)  -0.1932
O (23.124, 43.794, 18.448)  -0.1133
C (21.878, 44.062, 17.677)  -0.4843
C (20.916, 44.974, 18.522)  0.0174
O (21.545, 43.481, 16.761)  0.1674
H (25.406, 42.681, 19.362)  0.0639
H (25.551, 44.330, 18.461)  0.0815
H (26.348, 43.066, 17.902)  0.0098
H (24.300, 43.499, 16.797)  0.1089
H (23.741, 41.961, 17.575)  0.1193
H (20.544, 44.341, 19.354)  0.0868
H (20.078, 45.282, 17.991)  0.0392
H (21.580, 45.876, 18.977)  0.1098
C (28.829, 44.869, 25.146)  -0.0786
C (29.259, 45.911, 26.181)  -0.2064
O (28.463, 45.880, 27.377)  -0.0320
C (28.979, 46.413, 28.519)  -0.4657
C (28.032, 46.152, 29.733)  0.0386
O (30.075, 46.990, 28.641)  0.0633
H (28.742, 43.904, 25.537)  0.0478
H (29.531, 44.851, 24.316)  0.0772
H (27.772, 45.007, 24.704)  0.0880
H (30.248, 45.704, 26.403)  0.0869
H (29.205, 47.010, 25.687)  0.1662
H (27.098, 46.688, 29.622)  0.0854
H (28.504, 46.047, 30.593)  0.0171
H (27.890, 45.024, 29.497)  0.1185
C (22.164, 46.258, 23.399)  0.0274
C (23.042, 46.108, 22.037)  -0.2492
C (24.257, 45.142, 22.149)  -0.0068
O (22.827, 46.700, 20.866)  -0.0439
H (22.178, 45.550, 24.169)  0.0673
H (21.274, 46.477, 23.002)  0.0309
H (22.508, 47.121, 23.823)  0.0314
H (24.954, 45.472, 21.633)  -0.0532
H (23.939, 44.095, 21.889)  0.1185
H (24.810, 45.096, 23.124)  0.0929
C (23.585, 49.880, 22.713)  -0.0650
C (23.913, 51.287, 22.404)  -0.2361
C (25.254, 51.667, 21.687)  0.0052
O (22.905, 52.335, 22.568)  -0.1138
H (22.435, 49.683, 23.004)  0.1427
H (24.099, 49.509, 23.636)  0.0983
H (24.013, 49.206, 21.989)  0.0532
H (25.356, 52.745, 21.490)  0.1024
H (25.201, 51.363, 20.685)  0.0527
H (26.116, 51.349, 21.847)  -0.0279
C (29.495, 46.134, 18.370)  -0.0362
C (28.840, 45.599, 17.174)  -0.4880
C (28.405, 46.549, 16.175)  -0.0264
O (28.399, 44.379, 17.287)  -0.0174
H (29.503, 45.514, 19.411)  0.1503
H (28.828, 46.916, 18.630)  0.0412
H (30.365, 46.707, 18.077)  0.0856
H (29.426, 46.940, 15.919)  0.1125
H (27.714, 47.176, 16.685)  0.0642
H (27.858, 46.053, 15.240)  0.1458
C (27.607, 53.259, 18.477)  -0.0134
C (26.115, 53.228, 18.280)  -0.3883
C (25.504, 52.020, 17.654)  -0.0597
O (25.346, 54.301, 18.680)  -0.0675
H (28.128, 52.865, 17.452)  0.1630
H (27.639, 52.617, 19.294)  0.0472
H (27.835, 54.127, 18.879)  0.0211
H (26.005, 51.665, 16.750)  0.0737
H (24.329, 52.180, 17.457)  0.1365
H (25.565, 51.084, 18.338)  0.0802
C (30.207, 51.523, 24.405)  -0.0298
C (29.878, 50.597, 23.378)  -0.2674
C (29.661, 51.145, 21.913)  0.0005
O (29.665, 49.247, 23.736)  -0.0762
H (31.042, 52.002, 24.124)  0.0686
H (30.534, 51.017, 25.125)  0.0168
H (29.521, 52.317, 24.710)  0.1328
H (29.263, 52.107, 21.883)  0.0459
H (28.845, 50.645, 21.395)  0.0555
H (30.648, 51.295, 21.473)  0.0952

Computed properties:
- E_LUMO (eV) = 0.0
- charge = 0
- electronic energy (eV) = -51383.443
- highest occupied orbital energy (Eh) = -0.357
- relative energy (zero: lowest compared OMol25 entry of this formula, charge and spin) (eV) = 10.887
- SMILES = CCOC(C)=O.CCOC(C)=O.CCOC(C)=O.CC(C)=O.CC(C)=O.CC(C)=O.CC(C)=O.CC(C)=O
- Kohn-Sham gap (eV) = 9.700
- F_max (eV Å⁻¹) = 9.80